Record 1
# C78H170N8O11

11 unconnected molecules or ions with the total composition C78H170N8O11 at a distorted geometry (the ωB97M-V functional and the def2-TZVPD basis, the OMol25 dataset).

The calculation puts the orbital gap at 0.3148 Ha. As for the spin multiplicity: 1. The calculation puts the highest occupied orbital energy at -8.142 eV. The energy above the lowest of the compared OMol25 structures with the same formula, charge and spin comes out at 1.796 eV.

Atoms and positions in Å:
1 O 1.29 -3.99 0.05
2 O -2.40 1.82 6.45
3 O -0.47 -2.14 -1.12
4 O -2.80 -1.33 -3.19
5 O 3.09 -1.87 -3.34
6 O 2.10 5.55 -0.68
7 O 4.00 2.41 4.60
8 O -6.02 -5.15 0.55
9 O -3.60 2.75 -3.26
10 O 0.12 -3.67 2.94
11 O 3.60 -3.17 -1.06
12 N -2.05 2.95 5.62
13 N 4.79 2.57 3.43
14 N 2.28 4.58 -1.75
15 N 4.34 -1.25 -3.60
16 N -1.74 -2.17 -3.81
17 N -4.88 2.84 -2.62
18 N -5.81 -3.88 1.31
19 N 0.75 -3.89 4.24
20 C -0.35 -0.26 -3.69
21 C -0.72 3.86 7.32
22 C -0.68 4.35 3.57
23 C 4.65 5.15 -2.17
24 C -0.26 -3.43 -5.79
25 C 0.29 -2.17 -5.08
26 C 5.83 1.64 0.90
27 C -0.86 -1.30 -4.65
28 C 5.40 -3.41 -4.08
29 C -6.11 -2.72 -1.01
30 C 0.42 2.37 5.71
31 C -4.08 -5.01 2.63
32 C -6.43 -2.77 0.52
33 C 4.80 2.78 0.99
34 C 0.92 4.32 -2.22
35 C 3.24 5.19 -2.77
36 C 0.55 -6.15 0.49
37 C 0.02 5.58 -2.54
38 C -0.65 3.40 5.88
39 C 4.14 -2.31 -0.11
40 C 6.07 0.22 -5.39
41 C 3.80 0.67 -2.36
42 C -0.34 -4.53 5.06
43 C 0.29 -1.41 4.84
44 C 0.97 -3.43 7.02
45 C 5.40 1.00 -4.24
46 C 5.01 -1.97 -4.68
47 C 5.94 1.68 3.38
48 C 2.84 6.56 -3.22
49 C 2.95 3.96 2.33
50 C -7.91 -3.05 0.70
51 C 0.32 3.43 -1.17
52 C -4.22 -2.41 2.50
53 C -0.60 -0.26 0.40
54 C 6.67 1.85 2.06
55 C -5.98 4.05 -0.78
56 C -1.49 -0.57 -5.82
57 C 5.66 -2.21 -0.42
58 C -6.41 2.71 -0.21
59 C -5.31 1.51 -2.17
60 C -6.12 -1.49 1.28
61 C 2.94 0.52 -4.63
62 C -4.67 -1.24 1.66
63 C -3.10 -4.09 -3.31
64 C -4.36 0.74 -1.29
65 C -6.61 1.77 -1.42
66 C 3.90 2.70 2.28
67 C 3.26 4.30 -3.99
68 C 1.91 -2.87 6.03
69 C -3.35 -3.87 0.55
70 C 6.28 -1.25 -5.05
71 C -3.52 3.74 -0.57
72 C -4.38 -3.80 1.70
73 C -2.47 2.59 4.26
74 C -3.42 -2.95 -5.54
75 C -1.69 -3.80 5.09
76 C -5.71 0.69 -3.40
77 C -2.42 -3.33 -4.41
78 C -0.41 4.62 5.03
79 C 1.92 4.05 -4.58
80 C 2.30 -2.10 3.69
81 C 6.93 1.94 4.48
82 C -4.34 5.24 -2.51
83 C -4.73 3.97 -1.60
84 C -3.96 2.57 4.23
85 C 4.15 -2.22 -5.91
86 C 4.13 0.26 -3.75
87 C 1.00 3.42 -3.45
88 C -2.02 3.73 3.31
89 C -1.90 1.31 3.65
90 C -1.24 -4.18 -4.97
91 C 0.62 -5.12 -0.59
92 C -1.32 -1.47 -0.20
93 C -0.51 -5.92 4.51
94 C 0.24 -4.68 6.44
95 C 2.96 1.48 2.06
96 C 1.27 -2.57 4.70
97 C 5.56 0.14 3.52
98 H -7.36 2.74 0.35
99 H -0.88 1.42 3.30
100 H -0.08 -5.76 1.29
101 H 2.06 -0.02 -4.26
102 H -2.89 4.49 3.27
103 H -4.25 3.52 4.69
104 H 6.24 -1.74 0.34
105 H 4.04 -1.45 -6.67
106 H 3.65 1.74 -2.26
107 H 4.44 -3.85 -3.85
108 H 0.43 1.63 6.50
109 H 0.26 1.77 4.83
110 H 3.57 -1.35 -0.15
111 H 6.92 0.81 -5.65
112 H -6.03 -3.76 -1.39
113 H -1.78 1.07 6.52
114 H 4.05 -2.73 0.91
115 H 3.44 4.87 2.01
116 H 0.03 0.24 -0.36
117 H 3.00 0.21 -5.67
118 H -1.28 -6.05 3.71
119 H 3.17 -2.44 -5.50
120 H 5.40 3.72 1.01
121 H 1.42 2.48 -3.03
122 H -8.10 -3.99 0.24
123 H -8.01 -3.22 1.78
124 H -2.70 3.15 -0.92
125 H 4.52 -3.07 -6.47
126 H -4.52 -0.24 2.13
127 H 3.62 3.32 -3.63
128 H -4.06 -2.05 -5.38
129 H -3.16 -0.82 -3.91
130 H 2.67 -3.69 5.71
131 H -3.37 -3.04 -0.08
132 H -0.79 0.26 -6.17
133 H -3.95 2.73 -4.17
134 H -0.37 -4.81 -0.92
135 H 6.00 -3.29 -3.20
136 H -3.14 -2.37 2.73
137 H -0.46 5.29 3.06
138 H 3.75 7.00 -3.73
139 H -4.06 -3.77 -5.59
140 H 0.06 -7.05 0.04
141 H -0.45 -1.42 4.05
142 H 5.32 0.71 0.88
143 H 0.54 5.04 5.26
144 H 2.14 3.71 1.67
145 H 4.10 2.89 0.11
146 H -2.39 -4.45 -2.58
147 H 5.38 5.51 -2.89
148 H 7.52 1.14 2.03
149 H -0.06 0.66 -4.20
150 H -5.82 4.94 -0.12
151 H -8.51 -2.21 0.37
152 H -2.35 -4.03 0.93
153 H 7.20 3.01 4.53
154 H -3.58 -4.94 -3.78
155 H -0.56 3.05 7.99
156 H -1.71 -4.99 -5.53
157 H -1.73 -3.02 5.85
158 H 2.95 -1.39 4.15
159 H -6.44 1.07 -4.09
160 H 2.61 1.57 -4.54
161 H -4.34 2.63 3.18
162 H 2.71 7.23 -2.39
163 H 2.07 6.67 -3.95
164 H 3.57 0.64 1.68
165 H 0.47 -6.21 4.12
166 H 1.58 -6.37 0.84
167 H 2.84 5.44 -0.03
168 H 0.30 -2.57 7.29
169 H -1.62 -2.14 0.62
170 H -5.18 -2.26 -1.30
171 H 3.17 -2.26 -2.44
172 H -4.70 -2.42 3.47
173 H -1.14 0.50 0.88
174 H -3.06 -4.82 3.03
175 H -2.20 -1.09 -0.71
176 H -0.83 -6.59 5.32
177 H -0.71 3.26 -1.51
178 H 0.55 -4.11 -6.06
179 H 0.10 4.56 7.43
180 H -0.20 -1.37 5.82
181 H 0.49 -0.68 -3.18
182 H -0.89 -2.27 -2.03
183 H 3.95 4.73 -4.75
184 H -2.52 1.04 2.79
185 H -4.08 -1.39 0.76
186 H 2.28 1.72 1.26
187 H 0.13 -0.67 1.12
188 H -3.94 3.19 0.28
189 H -6.70 4.43 -1.50
190 H -3.82 -3.49 -2.84
191 H 4.69 5.77 -1.29
192 H 1.39 4.94 -4.95
193 H -6.72 -1.49 2.16
194 H 7.85 1.35 4.40
195 H 2.45 4.12 3.36
196 H -1.11 0.03 -3.00
197 H 4.74 0.49 -1.76
198 H -6.24 -0.18 -2.96
199 H 2.02 -1.73 2.75
200 H -6.57 -5.65 1.17
201 H -3.59 -4.74 -0.07
202 H -2.06 3.29 2.27
203 H -0.53 -5.14 7.10
204 H -7.35 2.22 -2.11
205 H -3.26 5.23 -2.72
206 H 2.41 1.24 2.95
207 H -1.13 5.31 5.41
208 H 0.46 3.72 -0.08
209 H 0.81 -0.47 4.85
210 H -1.96 -3.37 4.10
211 H -4.11 1.25 -0.30
212 H 6.49 -0.41 3.72
213 H 6.10 1.05 -3.40
214 H -4.94 5.29 -3.42
215 H 0.29 6.05 -3.46
216 H 5.85 -1.78 -1.41
217 H 6.46 1.71 5.43
218 H 5.96 -3.26 -0.55
219 H 0.09 3.67 3.16
220 H -3.46 0.42 -1.83
221 H 3.61 1.52 4.50
222 H 2.95 0.14 -1.88
223 H 2.83 -3.61 -0.61
224 H -1.99 0.38 4.24
225 H 0.03 3.17 -3.85
226 H 5.24 2.01 -4.50
227 H -2.38 -4.61 5.37
228 H -1.70 4.29 7.55
229 H -1.57 -1.31 -6.64
230 H 1.11 -2.31 -4.36
231 H 0.88 -1.59 -5.87
232 H 6.40 1.77 0.00
233 H -2.47 -0.19 -5.62
234 H 0.78 -3.97 2.24
235 H -1.01 5.16 -2.53
236 H 2.58 -2.01 6.34
237 H 3.02 -2.84 3.38
238 H -3.06 4.65 -0.29
239 H 4.90 4.13 -1.85
240 H 2.05 3.29 -5.37
241 H 0.77 -3.25 -0.32
242 H -0.80 -4.57 -4.05
243 H 5.39 0.31 -6.26
244 H -4.88 -0.15 -0.98
245 H -4.70 -5.05 3.53
246 H 1.01 -5.52 6.41
247 H 1.49 -3.67 7.95
248 H 7.11 2.89 2.07
249 H 0.10 6.37 -1.76
250 H -2.99 -2.85 -6.58
251 H -5.64 2.25 0.41
252 H 6.75 -1.81 -5.85
253 H -4.36 1.70 4.74
254 H 4.84 0.06 4.33
255 H -4.83 0.38 -4.02
256 H -0.59 -3.06 -6.77
257 H 7.01 -1.36 -4.29
258 H -6.53 -0.67 0.71
259 H 5.19 -0.26 2.59
260 H -3.95 -6.01 2.06
261 H 1.48 2.73 5.61
262 H -4.52 6.04 -1.81
263 H -6.94 -2.21 -1.53
264 H -7.04 0.82 -1.11
265 H 6.00 -3.98 -4.83
266 H 1.19 -5.36 -1.47
267 H 0.77 2.46 -1.19



Record 2
# C4H12NO2

2 unconnected molecules or ions with the total composition C4H12NO2 at a distorted geometry (the ωB97M-V functional and the def2-TZVPD basis, the OMol25 dataset).

As for the charge: +1. The calculation puts the orbital gap at 0.2251 Ha. As for the spin multiplicity: 1. The calculation puts the highest occupied orbital energy at -14.563 eV. The energy above the lowest of the compared OMol25 structures with the same formula, charge and spin comes out at 7.392 eV.

Atoms and positions in Å:
1 O -1.89 0.57 -0.69
2 O -1.39 -0.95 1.62
3 N 1.54 0.91 0.86
4 C 0.31 0.45 0.68
5 C 0.25 -0.45 -0.57
6 C -0.19 -0.40 1.95
7 C -1.12 -0.51 -1.24
8 H 0.73 -1.40 -0.40
9 H 0.61 -1.11 2.16
10 H -1.61 -1.45 -0.99
11 H -0.33 1.37 0.62
12 H -1.90 -1.16 2.41
13 H -0.21 0.18 2.88
14 H 0.94 0.00 -1.30
15 H 1.55 1.66 1.56
16 H 3.18 1.16 -2.96
17 H -2.27 1.09 -1.40
18 H 2.83 0.51 -2.87
19 H -1.04 -0.47 -2.32



Record 3
# C5H6O3

A single C5H6O3 molecule at a distorted geometry (the ωB97M-V functional and the def2-TZVPD basis, the OMol25 dataset).

The calculation puts the orbital gap at 0.3483 Ha. As for the spin multiplicity: 1. The calculation puts the highest occupied orbital energy at -9.736 eV. The energy above the lowest of the compared OMol25 structures with the same formula, charge and spin comes out at 3.894 eV.

Atoms and positions in Å:
1 O 0.89 2.39 0.22
2 O 0.54 2.51 -2.14
3 O -0.13 -0.39 -2.06
4 C -0.34 -0.25 0.46
5 C 0.20 -1.59 0.75
6 C -0.17 0.36 -1.11
7 C -1.31 -1.35 0.72
8 C 0.48 1.91 -1.04
9 H -1.90 -2.03 -0.13
10 H 0.74 -1.92 -0.10
11 H 0.92 -1.68 1.68
12 H 0.10 0.38 1.10
13 H 1.73 3.16 -0.09
14 H -1.73 -1.49 1.75